# 1
C6H8 in the gas phase, computed with ωB97M-V/def2-TZVPD.

Structure (XYZ):
```
14
Properties=species:S:1:pos:R:3:forces:R:3:lowdin_charge:R:1
C -1.102 0.761 0.570 -0.2 0.1 0.1 -0.0644
C -0.363 0.250 -0.707 0.0 0.0 0.1 -0.3327
C 1.073 0.714 -0.346 0.2 0.1 0.1 -0.2232
C 1.286 -0.148 0.887 0.6 -0.4 -0.5 0.0276
C 0.702 -1.421 0.448 0.3 -0.1 0.0 -0.1506
C -0.192 -1.231 -0.550 0.1 0.1 0.2 -0.0376
H -2.003 0.198 0.822 -0.1 0.2 -0.2 0.0846
H -1.298 1.834 0.534 -0.2 -0.1 -0.2 0.0832
H -0.818 0.580 -1.651 0.2 -0.1 0.3 0.1306
H 1.140 1.799 -0.203 0.1 -0.2 0.2 0.1027
H 1.826 0.398 -1.078 -0.1 0.1 -0.1 0.1189
H -0.392 0.613 1.414 -0.6 0.1 -0.3 0.0605
H 0.891 -2.358 0.959 0.1 0.0 -0.2 0.0878
H -0.751 -1.989 -1.099 -0.1 0.2 0.3 0.1125
```
Forces are in eV/Å.

Output
E_tot	-6347.2050	eV
gap between HOMO and LUMO (spin up / spin down)	7.8 / 7.8	eV
charge	0
energy relative to the best compared isomer or geometry (same formula, charge and spin)	345.3	kJ/mol

---

# 2
C6H8 in the gas phase, computed with ωB97M-V/def2-TZVPD.

Structure (XYZ):
```
14
Properties=species:S:1:pos:R:3:forces:R:3:lowdin_charge:R:1
C -0.990 -1.320 -1.196 0.0 0.0 -0.1 -0.0553
C 0.233 -1.017 -0.381 0.5 -0.2 -0.1 -0.4471
C 1.473 -1.413 -0.456 -0.7 0.2 0.0 0.2536
C 0.170 -0.067 0.800 0.0 -0.1 0.2 -0.2985
C 1.110 1.112 0.941 0.2 0.1 0.1 -0.1219
C -0.312 1.337 0.540 -0.1 0.1 -0.1 -0.1179
H -1.773 -1.769 -0.575 0.2 0.1 0.0 0.0852
H -0.766 -2.000 -2.022 0.0 0.1 0.1 0.0772
H -1.394 -0.389 -1.612 0.1 -0.1 0.1 0.0767
H -0.153 -0.530 1.729 0.0 0.1 -0.2 0.1375
H 1.415 1.391 1.946 -0.1 -0.1 -0.2 0.1031
H 1.874 1.240 0.183 -0.1 -0.1 0.1 0.1008
H -1.003 1.763 1.261 0.1 -0.1 -0.1 0.1030
H -0.511 1.608 -0.493 0.1 0.0 0.2 0.1035
```
Forces are in eV/Å.

Output
E_tot	-6347.0951	eV
gap between HOMO and LUMO	9.8	eV
charge	0
energy relative to the best compared isomer or geometry (same formula, charge and spin)	355.9	kJ/mol

---

# 3
C6H8 in the gas phase at a distorted geometry, computed with ωB97M-V/def2-TZVPD.

Structure (XYZ):
```
14
Properties=species:S:1:pos:R:3:forces:R:3:lowdin_charge:R:1
C -3.421 -0.601 -0.194 2.4 1.2 0.5 0.1083
C -2.391 0.022 0.024 -2.3 -1.3 -0.9 -0.1380
C -1.149 0.776 0.141 -0.5 0.1 0.5 -0.2371
C 0.054 -0.072 0.339 0.0 -0.1 0.4 -0.1489
C 1.166 0.188 -0.317 0.0 0.7 0.1 -0.1944
C 2.494 -0.436 -0.039 1.9 0.4 -0.7 -0.1234
H -4.231 -1.247 -0.409 -0.3 0.0 0.0 0.0123
H -1.001 1.379 -0.744 -0.1 0.3 -0.2 0.1096
H -1.241 1.450 0.999 0.0 0.1 0.0 0.1232
H 0.001 -0.788 1.148 0.1 -0.3 -0.1 0.1153
H 1.062 1.063 -1.002 0.7 -0.9 0.2 0.1164
H 2.466 -1.362 0.575 -0.3 0.6 -0.4 0.0742
H 3.184 0.310 0.515 -1.0 -1.1 -0.9 0.0957
H 3.007 -0.684 -1.036 -0.5 0.3 1.5 0.0869
```
Forces are in eV/Å.

Output
E_tot	-6348.9375	eV
gap between HOMO and LUMO	10.6	eV
charge	0
structure (SMILES)	C#CC/C=C/C
energy relative to the best compared isomer or geometry (same formula, charge and spin)	178.1	kJ/mol